DFT (ωB97M-V/def2-TZVPD) results for C24H29ClLaN4P as an isolated structure.

The geometry in XYZ format:
```
60
Properties=species:S:1:pos:R:3:forces:R:3
La -0.161032 -1.158752 -1.160918 -1.2824 0.7232 3.6122
Cl -0.542021 -3.139236 -2.126018 -0.7918 -6.7786 -5.1691
P 0.751193 1.172680 -0.940987 1.9525 4.1052 -1.1479
C 1.776612 1.460462 0.437811 0.5887 0.7698 0.8406
C 1.751697 2.690096 1.082831 0.5154 0.2812 0.8443
C 2.642760 2.937959 2.136306 -0.2123 -0.1352 -0.1528
C 3.551070 1.957892 2.535145 -0.1649 0.0433 -0.1733
C 3.559918 0.716896 1.895928 -0.1845 -0.1914 -0.1359
C 2.664605 0.465948 0.855812 0.0869 -0.0414 0.3433
C 1.835358 1.049573 -2.420410 0.0323 0.1771 0.5124
C 1.285226 0.649235 -3.641518 0.1387 -0.3097 0.0131
C 2.090856 0.589338 -4.781125 -0.3056 -0.1503 -0.0160
C 3.436706 0.931239 -4.698116 0.0094 0.0567 0.0868
C 3.980821 1.335152 -3.477639 0.0246 0.0114 0.0598
C 3.184522 1.394663 -2.336483 0.3055 -0.1390 -0.2458
C -0.405490 2.440552 -1.304433 -0.1409 0.8433 -0.0656
C -1.775708 2.193951 -1.408165 -0.0314 0.2921 -0.0261
C -2.649926 3.239024 -1.720189 -0.0152 -0.3771 0.0050
C -2.148936 4.521267 -1.940639 0.2204 -0.1383 0.0523
C -0.774223 4.756625 -1.867631 0.2345 -0.3677 0.0760
C 0.101216 3.705049 -1.556086 -0.5969 1.3045 -0.4128
H 0.221476 0.387963 -3.708268 0.1222 0.2119 -0.1923
H 1.658633 0.270042 -5.728766 0.1314 0.1015 0.2219
H 4.067032 0.884210 -5.585934 -0.1900 0.0117 0.2345
H 5.034336 1.606545 -3.413497 -0.2770 -0.0595 -0.0300
H 3.613418 1.699981 -1.385108 -0.0416 -0.0044 -0.1972
H 1.040149 3.453853 0.793786 0.1027 -0.0327 0.0205
H 2.616865 3.898510 2.646289 0.0223 -0.1930 -0.1148
H 4.242771 2.156027 3.351337 -0.1338 -0.0551 -0.1950
H 4.254453 -0.058188 2.212024 -0.1352 0.1602 -0.0594
H 2.648433 -0.512001 0.365767 0.2809 0.1059 0.0379
H -2.153636 1.176799 -1.260763 -0.2024 0.2207 0.0893
H -3.718167 3.045442 -1.798841 0.2395 0.0658 0.0104
H -2.826458 5.336892 -2.185765 0.1294 -0.2024 0.0671
H -0.378916 5.751080 -2.062353 -0.0844 -0.2004 0.0415
H 1.171490 3.892315 -1.533131 -0.1257 -0.0299 0.0130
H -0.622963 5.404990 5.161321 -0.2506 0.0971 -0.1535
H -1.229135 5.644100 4.789370 0.2532 -0.0999 0.1502
C -0.678215 -4.077593 0.687431 -0.4718 -1.0259 0.3831
N -1.196822 -2.634150 0.644096 -0.0338 -0.5681 0.1296
C -1.098946 -2.129803 2.051423 -0.4063 -0.5656 0.8362
N -1.859144 -2.984452 3.000656 0.1514 0.2239 -0.3445
C -1.338788 -4.377870 2.962597 -0.0485 0.2158 -0.0758
N -1.449789 -4.922182 1.602324 0.1870 0.4908 -0.1618
C -2.872307 -4.933215 1.170705 0.3174 0.3464 0.0486
N -3.424277 -3.553853 1.220383 0.2548 0.3162 -0.2690
C -2.672392 -2.693341 0.293988 -0.4041 -0.6044 0.4248
C -3.288498 -3.025130 2.596884 0.3201 0.1041 -0.1660
H 0.389554 -4.066033 0.962295 -0.3733 0.1249 0.1984
H -0.737135 -4.592373 -0.274898 -0.1656 0.5855 0.0712
H -1.478488 -1.094035 2.088967 -0.0830 -0.3339 0.0590
H -0.032585 -2.104040 2.337599 -0.3730 -0.1554 0.0063
H -1.902917 -5.019132 3.658991 0.0768 0.4175 -0.2517
H -0.284211 -4.400112 3.281961 -0.3311 0.1146 -0.1741
H -2.957817 -5.335329 0.146762 0.1513 0.2595 0.3349
H -3.459066 -5.598686 1.822947 0.2656 0.3965 -0.0868
H -3.079744 -1.667258 0.311063 0.0458 -0.1832 0.2820
H -2.795879 -3.067175 -0.731192 0.1432 -0.1298 0.3171
H -3.860376 -3.660462 3.293345 0.3694 0.1736 -0.3019
H -3.717166 -2.011953 2.650730 0.1835 -0.2798 -0.1037
```
Positions in Å, forces in eV/Å.

Output
* electronic energy: -1983.448076 a.u.
* net charge: +2

=====

DFT (ωB97M-V/def2-TZVPD) results for a 5-piece molecular cluster, C24H29ClN2O6 overall.

The geometry in XYZ format:
```
62
Properties=species:S:1:pos:R:3:forces:R:3
C -5.012778 2.070300 -0.651706 1.8127 1.8848 0.0056
C -4.269199 0.974059 0.124781 3.3049 2.5825 -4.6199
N -3.982153 -0.177415 -0.798814 1.0753 -2.3480 1.5307
C -4.848580 -1.116621 -1.373875 -3.5080 -1.0689 -0.3151
C -4.111641 -2.250194 -1.592141 -2.4930 -1.1153 -1.3908
N -2.872041 -2.071885 -1.164941 2.6173 0.9401 0.5935
C -2.806328 -0.870302 -0.627419 -0.0826 2.2639 0.2074
C -1.697913 -2.977459 -1.276154 -3.4231 -2.0129 1.3284
H -4.486677 2.368602 -1.635212 0.4875 0.1241 2.0882
H -5.057808 2.936272 0.160943 -0.5240 -1.4079 -2.3910
H -5.877316 1.800530 -1.232789 -1.4155 -0.4511 1.1977
H -4.783372 0.660997 0.907977 -2.3987 -1.6638 3.4771
H -3.260417 1.434890 0.513544 -1.7339 -1.1470 -0.9981
H -6.109360 -1.184828 -1.513798 4.1725 1.1002 0.4793
H -4.386771 -3.227086 -2.019265 -0.0917 0.8776 0.1845
H -1.963323 -0.417103 -0.090957 -0.0073 -0.4359 -0.4963
H -0.870263 -2.504994 -0.888080 1.6664 0.6964 2.0110
H -1.383811 -3.162953 -2.232552 0.0306 -0.1120 -2.9920
H -2.065862 -3.991484 -0.902433 1.1198 1.4624 0.1714
Cl 0.847217 -0.484373 0.417311 -0.3290 0.6727 -0.1374
C 5.969011 1.622067 4.119833 -5.3006 -1.7976 -2.7971
C 4.803365 2.197192 3.327147 0.1595 -4.6132 0.5778
C 3.772650 1.324392 2.860020 1.3911 0.8590 1.1742
C 3.763027 -0.089228 3.250325 3.3301 7.3319 -0.1026
C 4.737136 -0.478861 4.019276 5.6159 -3.0661 4.1922
C 5.947780 0.262658 4.413276 -2.9695 1.0382 -0.4868
O 6.878055 -0.376681 5.238533 -0.2979 1.4750 -1.3832
O 2.733160 1.917632 2.156942 -0.1203 -1.4119 -0.4157
H 6.716395 2.276550 4.231465 3.0003 2.1503 1.0292
H 4.689613 3.188857 3.006895 0.4350 1.3710 -0.0819
H 2.992329 -0.510115 2.904467 -5.7585 -4.3188 -2.1025
H 4.905642 -1.477346 4.563770 -1.1827 0.9391 -1.4212
H 7.531643 0.341300 5.192798 0.5807 -0.8095 0.7929
H 2.178878 1.252575 1.643480 0.9675 0.6806 0.8840
C -1.570962 4.248372 -1.589784 -0.2948 -1.0800 -0.2456
C -2.271478 5.377169 -1.013588 3.1960 -5.4360 0.0923
C -2.320947 5.447764 0.317583 -0.5176 1.7164 2.9213
C -1.638975 4.598251 1.187133 0.3711 -1.5780 1.6345
C -1.087511 3.403178 0.680800 -1.7667 4.1783 -4.6414
C -1.011781 3.207422 -0.761515 -0.6980 1.6543 1.0765
O -0.440377 2.096677 -1.322667 1.1132 -1.1787 1.1104
O -3.074023 6.434635 0.970879 -0.1256 0.8221 -0.5187
H -1.601637 4.060229 -2.711753 0.2856 0.4837 1.5946
H -2.658157 6.110746 -1.547350 -1.8714 2.9919 -2.7726
H -1.573073 4.812412 2.336910 -0.4531 -0.3873 -2.4692
H -0.743577 2.665612 1.229325 1.9532 -3.2494 3.0621
H 0.183405 1.472927 -0.721493 -1.9798 1.9403 -1.1866
H -3.403606 7.174026 0.394628 0.7480 -1.3657 0.4843
C 1.432377 -5.255938 -1.319807 -0.4326 -0.4902 -1.4879
C 1.461044 -5.738894 -2.742704 1.7305 9.3787 3.9465
C 1.826066 -4.740127 -3.678674 0.7625 1.6567 1.8450
C 2.174600 -3.367329 -3.277768 -1.6828 -3.1861 0.7256
C 1.981307 -3.044406 -1.950002 0.6292 -1.0403 -1.1022
C 1.723040 -3.898627 -0.904033 -1.6318 -3.7365 -2.3074
O 1.495695 -3.397044 0.311292 0.1229 -1.4325 0.4273
O 1.953517 -5.075004 -4.981723 1.0404 -3.3862 -0.1777
H 0.978380 -6.010733 -0.673910 0.5350 0.4263 0.4757
H 1.372955 -6.666045 -3.018529 -0.9055 -5.1870 -1.1975
H 2.492792 -2.586432 -3.924540 0.0116 0.1286 -0.8667
H 1.997429 -2.066192 -1.660060 0.5528 2.8461 0.4092
H 1.504573 -2.448309 0.172690 -0.1176 1.2019 0.7420
H 2.198637 -6.074284 -4.853986 -0.7055 2.6387 -1.3677
```
Positions in Å, forces in eV/Å.

Output
* electronic energy: -1952.829232 a.u.
* relative energy (zero: lowest compared OMol25 entry of this formula, charge and spin): 7.7 kJ/mol

=====

DFT (ωB97M-V/def2-TZVPD) results for C24H29CoN6O4S as an isolated structure.

The geometry in XYZ format:
```
65
Properties=species:S:1:pos:R:3:forces:R:3
Co 0.391485 0.834660 -0.282814 1.8041 0.1067 -0.0518
C -3.938418 1.941572 0.534785 -0.0098 -0.0351 0.0154
N -3.543949 0.921501 1.494840 0.0271 0.0307 -0.0650
C -4.501047 0.603773 2.539180 0.0139 -0.0183 -0.0208
C -2.316685 0.368272 1.400595 0.0685 -0.4539 0.1566
O -1.570289 0.611293 0.466667 0.1027 0.4878 -0.1839
C -1.870669 -0.618292 2.480759 -0.1035 -0.0495 -0.0013
O -0.480525 -0.493193 2.571075 0.0987 -0.0598 0.0918
C 0.302570 -1.643234 2.711334 0.0852 0.0140 -0.1366
C 0.254418 -2.558782 1.475917 0.0148 -0.0021 0.1989
O -0.577632 -2.374734 0.606375 -0.2068 0.0821 -0.1037
N 1.134589 -3.588813 1.436376 0.0898 0.0719 0.0244
C 1.149258 -4.462990 0.276939 0.0601 -0.0753 0.0372
C 2.197775 -3.808373 2.396002 0.0430 0.0058 -0.0708
H -4.816421 1.613620 -0.024567 0.0015 0.0050 -0.0156
H -3.115233 2.117250 -0.151473 0.0013 -0.0053 0.0074
H -4.180504 2.868591 1.059329 -0.0106 0.0036 -0.0011
H -5.503993 0.741188 2.136895 -0.0009 -0.0015 -0.0015
H -4.391965 1.254418 3.411284 0.0104 0.0045 -0.0011
H -4.420413 -0.433195 2.855479 0.0245 -0.0044 -0.0035
H -2.183746 -1.620019 2.166239 0.0021 0.0819 -0.0112
H -2.324829 -0.389395 3.449192 0.0144 0.0302 0.0260
H 0.038261 -2.221254 3.607166 -0.0505 -0.0089 0.0021
H 1.315438 -1.261414 2.848620 -0.0033 -0.0290 -0.0132
H 0.238301 -4.312956 -0.293886 -0.0051 -0.0085 0.0222
H 1.213876 -5.501551 0.606720 -0.0232 -0.0222 0.0126
H 2.003594 -4.238076 -0.366786 -0.0221 -0.0523 0.0974
H 2.197893 -3.058185 3.178748 -0.0125 -0.0126 0.0083
H 3.167714 -3.770307 1.893883 0.0080 0.0203 -0.0027
H 2.094264 -4.790862 2.863308 -0.0189 -0.0138 -0.0116
C 3.533747 -3.106098 -2.961546 -0.0996 0.0513 0.0561
C 2.182322 -2.971689 -2.672036 0.0917 0.0097 -0.1400
C 1.740330 -1.973383 -1.819896 -0.0668 0.2008 0.1006
C 2.645010 -1.083404 -1.243053 0.1840 -0.2828 -0.3393
C 4.006837 -1.231287 -1.520408 -0.0517 0.1045 -0.0055
C 4.440455 -2.231286 -2.375673 0.0259 0.0273 0.0200
N 2.162547 -0.095510 -0.358301 -2.0774 1.0001 0.7825
N 3.058345 0.269268 0.546066 -0.0760 0.0075 0.1817
C 2.541525 1.130143 1.452637 0.1704 -0.3284 -0.2729
C 3.335280 1.618423 2.513452 -0.0129 0.1045 0.1202
C 2.785466 2.493634 3.410606 0.1835 -0.0856 -0.0177
C 1.446763 2.895503 3.264615 -0.1388 -0.1304 -0.2249
C 0.729443 2.372981 2.216675 -0.1408 0.2851 0.3254
N 1.247388 1.503758 1.343870 -0.1993 -0.4822 -1.0023
H 3.876809 -3.884398 -3.630776 0.0026 -0.0039 -0.0022
H 1.463572 -3.654138 -3.108593 -0.0107 -0.0005 0.0055
H 0.694516 -1.900835 -1.553823 -0.0129 0.0172 0.0051
H 4.708292 -0.549857 -1.061955 0.0040 0.0059 0.0096
H 5.498001 -2.326234 -2.589314 -0.0026 0.0054 0.0042
H 4.362604 1.289235 2.577824 0.0011 0.0046 0.0026
H 3.382818 2.880791 4.226679 0.0037 -0.0062 -0.0051
H 0.987357 3.596272 3.945917 -0.0112 0.0004 0.0013
H -0.302682 2.649132 2.039992 -0.0006 0.0022 -0.0114
O -0.115208 2.761602 -0.696127 0.1223 -0.4122 0.1250
N -0.175286 3.078930 -1.982107 -0.0865 -0.1747 -0.0679
C -0.086976 4.387708 -2.301454 -0.0122 0.0088 0.0499
C -0.186991 4.813087 -3.595821 0.0019 0.0288 0.0035
C -0.378450 3.857030 -4.597533 0.0020 -0.0292 -0.0223
C -0.449549 2.531210 -4.258035 -0.0189 -0.0172 0.0192
C -0.341763 2.106575 -2.919868 0.0263 0.0432 0.0563
S -0.400385 0.467369 -2.434766 0.2060 -0.0417 0.2437
H 0.063343 5.031544 -1.448604 -0.0014 0.0023 -0.0030
H -0.109802 5.867190 -3.815968 -0.0025 -0.0007 -0.0008
H -0.457464 4.157702 -5.633588 -0.0007 -0.0032 -0.0014
H -0.578737 1.762820 -5.006470 -0.0051 -0.0023 -0.0004
```
Positions in Å, forces in eV/Å.

Output
* electronic energy: -3342.320296 a.u.